{
  "formula": "C37H34N3",
  "method": "ωB97M-V with the def2-TZVPD basis set",
  "species": ["C", "N", "C", "C", "C", "C", "C", "C", "C", "C", "C", "C", "C", "C", "C", "C", "C", "N", "C", "C", "C", "C", "C", "C", "C", "C", "C", "C", "C", "H", "H", "H", "H", "H", "H", "H", "H", "H", "H", "H", "H", "H", "H", "H", "H", "H", "H", "H", "H", "H", "H", "H", "H", "H", "C", "C", "C", "C", "N", "C", "C", "C", "C", "C", "C", "H", "H", "H", "H", "H", "H", "H", "H", "H"],
  "coordinates": [[5.58, 3.38, -0.77], [4.93, 2.54, 0.23], [4.82, 3.10, 1.54], [4.15, 4.32, 1.73], [4.05, 4.88, 2.99], [4.65, 4.27, 4.10], [5.31, 3.05, 3.92], [5.40, 2.45, 2.66], [3.87, 1.74, -0.24], [3.73, 0.44, 0.31], [2.60, -0.30, 0.02], [1.59, 0.20, -0.86], [0.47, -0.62, -1.13], [-0.77, -0.27, -1.72], [-1.61, -1.35, -2.13], [-2.75, -1.13, -2.87], [-3.12, 0.20, -3.20], [-4.37, 0.39, -3.85], [-4.31, 1.06, -5.15], [-5.46, 0.80, -3.02], [-5.61, 2.15, -2.68], [-6.61, 2.52, -1.78], [-7.51, 1.58, -1.29], [-7.36, 0.23, -1.65], [-6.34, -0.16, -2.51], [-2.32, 1.28, -2.79], [-1.24, 1.06, -1.95], [1.83, 1.45, -1.49], [2.96, 2.20, -1.22], [5.80, 2.76, -1.65], [4.95, 4.23, -1.06], [6.51, 3.75, -0.34], [3.70, 4.79, 0.85], [3.49, 5.81, 3.11], [4.59, 4.74, 5.08], [5.76, 2.55, 4.78], [5.91, 1.50, 2.50], [4.53, 0.06, 0.94], [2.47, -1.28, 0.48], [0.59, -1.69, -0.93], [-1.33, -2.36, -1.85], [-3.40, -1.94, -3.21], [-5.32, 1.05, -5.59], [-3.98, 2.11, -5.05], [-3.63, 0.50, -5.80], [-4.89, 2.87, -3.08], [-6.66, 3.56, -1.46], [-8.31, 1.89, -0.61], [-8.04, -0.52, -1.25], [-6.17, -1.21, -2.80], [-2.58, 2.30, -3.08], [-0.73, 1.90, -1.48], [1.13, 1.82, -2.24], [3.10, 3.16, -1.73], [-1.30, -4.36, 4.56], [-0.76, -3.80, 3.28], [-1.38, -2.68, 2.75], [-0.89, -2.12, 1.57], [0.14, -2.63, 0.90], [0.77, -3.74, 1.37], [0.36, -4.37, 2.61], [1.13, -5.47, 3.06], [2.22, -5.94, 2.33], [2.59, -5.32, 1.12], [1.86, -4.24, 0.64], [-0.78, -5.25, 4.93], [-1.26, -3.59, 5.34], [-2.36, -4.62, 4.43], [-2.23, -2.21, 3.23], [-1.35, -1.23, 1.14], [0.85, -5.95, 4.00], [2.78, -6.79, 2.72], [3.44, -5.70, 0.55], [2.12, -3.74, -0.30]],
  "lowdin_charge": [-0.04, -0.11, -0.24, -0.02, -0.07, -0.08, -0.07, -0.01, -0.19, 0.03, 0.02, -0.18, 0.08, -0.19, 0.01, 0.03, -0.18, -0.14, -0.04, -0.25, -0.03, -0.07, -0.08, -0.07, -0.01, 0.02, 0.01, 0.01, 0.02, 0.10, 0.08, 0.11, 0.11, 0.11, 0.11, 0.11, 0.11, 0.13, 0.11, 0.09, 0.13, 0.13, 0.10, 0.08, 0.10, 0.11, 0.11, 0.11, 0.11, 0.12, 0.12, 0.12, 0.11, 0.12, -0.03, -0.20, -0.02, -0.11, 0.07, -0.22, -0.10, -0.01, -0.06, -0.07, -0.03, 0.07, 0.10, 0.10, 0.12, 0.11, 0.10, 0.11, 0.11, 0.11],
  "total_charge": 1,
  "e_homo_ev": -10.8700,
  "gap_ev": 6.0,
  "lumo_ev": -4.83
}